The following is a DFT calculation (ωB97M-V with the def2-TZVPD basis set) of C3H4GdO2 as an isolated structure in a non-equilibrium geometry.

Calculated values
E_HOMO (spin up / spin down) (eV): -13.000 / -10.181
Maximum force (Eh/bohr): 0.0243
Frontier orbital gap (spin up / spin down) (eV): 8.68 / 6.45
Expectation value of S²: 16.11
Energy above the lowest of the compared OMol25 structures with the same formula, charge and spin (eV): 0.0000
E (Eh): -1032.48421

```
! wB97M-V def2-TZVPD RIJCOSX def2/J DEFGRID3
* xyz 1 8
H 0.539 1.237 -1.256
O 0.723 0.685 0.725
O -0.257 -1.167 0.311
C -0.154 1.041 -0.392
C -0.985 -0.225 -0.539
C 0.721 -0.595 0.947
H -0.736 1.909 -0.068
H -2.005 -0.144 -0.153
H -1.004 -0.635 -1.554
Gd 3.157 -2.106 1.980
*
```

These are the Mulliken partial charges, in e, on atoms 1 to 8: H 0.248; O -0.378; O -0.380; C -0.232; C -0.241; C 0.439; H 0.262; H 0.268


The following is a DFT calculation (ωB97M-V with the def2-TZVPD basis set) of a 2-piece molecular cluster, C9H16N3O overall in a non-equilibrium geometry.

Calculated values
E_HOMO (eV): -12.056
Maximum force (Eh/bohr): 0.1035
Frontier orbital gap (eV): 9.16
Energy above the lowest of the compared OMol25 structures with the same formula, charge and spin (eV): 3.8186
E (Eh): -591.71527

```
! wB97M-V def2-TZVPD RIJCOSX def2/J DEFGRID3
* xyz 1 1
C -4.275 -1.535 -0.260
C -2.981 -1.194 -0.531
C -2.818 0.206 -0.150
C -4.039 0.612 0.306
C -0.885 -0.646 -0.911
C -4.531 1.933 0.587
C 2.883 -1.162 0.953
C 2.751 1.247 0.325
C 2.039 -0.085 0.287
N -1.726 -1.607 -1.003
N -1.448 0.483 -0.453
N 1.898 -0.665 -1.161
O -4.805 -0.492 0.323
H -4.686 -2.472 -0.250
H 1.058 -0.243 0.813
H -3.891 2.639 0.096
H -5.478 2.012 0.299
H -4.562 2.044 1.772
H 3.413 -0.869 1.789
H 3.711 -1.573 0.327
H 2.247 -2.077 1.073
H 2.840 1.527 1.316
H 3.747 1.282 -0.056
H 2.103 1.881 -0.297
H -1.659 -2.541 -1.404
H -1.045 1.333 -0.321
H 2.031 0.037 -1.792
H 0.201 -0.654 -1.187
H 2.528 -1.387 -1.238
*
```

These are the Mulliken partial charges, in e, on atoms 1 to 8: C -0.800; C 0.434; C 0.717; C 0.187; C -0.359; C -1.491; C -1.799; C -1.458


The following is a DFT calculation (ωB97M-V with the def2-TZVPD basis set) of a 12-piece molecular cluster, C16H32Cl22NOP overall in a non-equilibrium geometry.

Calculated values
E_HOMO (eV): -8.612
SMILES: CC(C)CPOC#N.ClCCl.ClCCl.ClCCl.ClCCl.ClCCl.ClCCl.ClCCl.ClCCl.ClCCl.ClCCl.ClCCl
Maximum force (Eh/bohr): 0.0621
Frontier orbital gap (eV): 8.53
E (Eh): -11224.31077

```
! wB97M-V def2-TZVPD RIJCOSX def2/J DEFGRID3
* xyz 0 1
C 4.609 0.715 2.219
C 3.868 1.441 1.044
C 3.638 2.946 1.388
C 2.565 0.627 0.716
P 1.092 1.005 1.800
O -0.335 1.188 0.770
C -1.321 1.578 1.556
N -1.996 2.046 2.351
H 5.584 1.207 2.430
H 4.801 -0.332 1.898
H 3.951 0.767 3.120
H 4.520 1.405 0.143
H 3.427 3.552 0.474
H 4.605 3.352 1.779
H 2.896 3.106 2.191
H 2.285 0.774 -0.358
H 2.782 -0.464 0.820
H 0.858 -0.173 2.581
Cl 1.359 -2.484 -0.961
C 0.579 -1.260 -1.972
Cl 1.739 -0.052 -2.540
H 0.132 -1.748 -2.833
H -0.190 -0.762 -1.388
Cl -5.392 -0.700 3.193
C -5.094 0.914 2.532
Cl -6.537 1.550 1.731
H -4.821 1.579 3.345
H -4.286 0.865 1.811
Cl 3.565 1.552 -4.596
C 3.891 0.207 -5.698
Cl 4.566 -1.182 -4.841
H 2.961 -0.090 -6.174
H 4.602 0.536 -6.450
Cl -9.766 3.909 -1.173
C -8.131 3.236 -1.196
Cl -7.060 4.181 -2.239
H -7.734 3.242 -0.186
H -8.175 2.217 -1.570
Cl -12.270 0.184 -2.725
C -11.967 1.796 -3.384
Cl -13.398 2.437 -4.201
H -11.699 2.463 -2.570
H -11.151 1.737 -4.098
Cl 4.336 -6.613 -0.974
C 3.543 -5.384 -1.967
Cl 4.690 -4.156 -2.511
H 3.104 -5.865 -2.836
H 2.767 -4.905 -1.379
Cl 6.337 2.852 -1.657
C 6.664 1.505 -2.756
Cl 7.333 0.117 -1.890
H 5.735 1.208 -3.233
H 7.379 1.829 -3.507
Cl -2.027 -2.500 6.788
C -2.156 -1.712 5.212
Cl -0.856 -2.187 4.129
H -3.103 -1.986 4.757
H -2.111 -0.636 5.353
Cl 8.601 -5.632 1.047
C 7.871 -6.990 0.183
Cl 8.154 -8.518 1.027
H 6.802 -6.824 0.108
H 8.308 -7.050 -0.809
Cl -4.565 -0.433 -1.115
C -5.511 0.421 -2.339
Cl -7.210 -0.068 -2.300
H -5.449 1.490 -2.149
H -5.103 0.196 -3.319
Cl 0.624 1.806 6.992
C 0.474 2.650 5.446
Cl 1.791 2.229 4.344
H -0.470 2.372 4.984
H 0.497 3.721 5.625
*
```

These are the Mulliken partial charges, in e, on atoms 1 to 8: C -1.308; C 0.802; C -1.114; C 0.070; P 0.113; O -0.400; C 0.612; N -0.519